16
Properties=species:S:1:pos:R:3:forces:R:3:mulliken_charge:R:1 method="wB97M-V/def2-TZVPD" e_homo_ev=-13.198 energy_ev=-10220.6058 de_lowest_kcal_mol=61.0 total_charge=+1
C 1.538 0.162 0.084 1.8 0.0 -0.9 0.641
C -1.794 -0.587 -0.203 1.2 1.3 -2.0 0.358
N 2.850 0.549 -0.046 -3.0 1.5 3.1 -0.373
N 0.817 -0.423 -0.770 -1.3 -1.6 -3.3 -0.574
N -2.558 -0.061 -1.117 2.0 -1.2 -1.0 -0.258
N 0.922 0.434 1.248 3.6 2.2 -1.2 -0.327
O -2.007 -0.592 1.038 -1.9 0.4 3.7 -0.449
H 0.135 -0.037 1.403 -3.5 -1.9 1.4 0.121
H 3.479 0.197 -0.670 1.6 -1.1 -2.0 0.219
H 3.188 0.918 0.829 0.8 0.0 -0.4 0.166
H 1.054 -0.648 -1.767 0.6 0.6 1.8 0.168
H -0.616 -0.666 -0.457 -0.2 -0.7 -0.3 0.290
H -2.217 -0.106 -2.100 -0.6 0.1 1.2 0.266
H -3.485 0.147 -0.941 -2.3 0.8 0.1 0.218
H 1.477 0.864 1.926 0.2 0.4 1.6 0.153
H -2.783 -0.152 1.544 1.1 -0.9 -1.7 0.381

36
Properties=species:S:1:pos:R:3:forces:R:3:mulliken_charge:R:1 method="wB97M-V/def2-TZVPD" e_homo_ev="-5.685 / -5.650" energy_ev=-80929.6524 de_lowest_kcal_mol=3.8 total_charge=-1
Ni 0.715 0.068 0.463 0.1 -0.5 0.0 -0.107
N 0.738 0.295 2.383 -0.1 0.0 -0.1 -0.130
N 2.094 0.382 2.798 0.1 0.1 0.0 -0.329
C 2.937 0.936 1.779 -0.1 0.0 -0.1 0.485
O 4.023 1.373 2.112 0.1 0.0 0.1 -0.723
O 2.435 0.875 0.601 0.2 0.3 -0.1 -0.591
H 0.238 1.186 2.466 -0.1 0.0 0.0 0.399
H 0.262 -0.425 2.906 0.0 -0.1 0.1 0.310
H 2.226 0.879 3.668 -0.1 0.0 0.0 0.247
C 1.980 -0.053 -2.070 0.0 -0.1 -0.1 -1.246
N 0.637 0.172 -1.505 0.1 -0.1 0.1 0.653
C 0.202 1.552 -1.813 0.0 0.0 0.0 -1.185
C -0.334 -0.816 -2.061 -0.1 0.1 0.0 -0.938
C -0.917 -1.659 -0.962 0.1 0.0 0.1 0.798
C -1.759 -2.729 -1.243 0.1 0.1 0.0 -0.904
C -2.304 -3.468 -0.208 -0.1 -0.1 0.0 -0.405
C -2.001 -3.130 1.105 0.0 0.0 0.0 -0.935
C -1.158 -2.061 1.371 0.1 0.1 -0.2 0.070
C -0.588 -1.290 0.351 -0.3 0.0 0.0 0.535
H 1.948 0.051 -3.161 0.0 0.0 0.0 0.411
H 2.316 -1.058 -1.814 0.0 0.0 0.0 0.361
H 2.678 0.660 -1.640 0.0 0.0 0.0 0.300
H 0.196 1.708 -2.899 0.0 0.0 0.0 0.388
H 0.882 2.260 -1.342 0.0 0.0 0.0 0.332
H -0.795 1.717 -1.410 0.0 0.0 0.0 0.349
H 0.161 -1.422 -2.824 0.0 0.0 0.0 0.351
H -1.135 -0.268 -2.567 0.0 0.0 0.0 0.307
H -1.993 -2.984 -2.272 0.0 0.0 0.0 0.390
H -2.963 -4.301 -0.421 0.0 0.0 0.0 0.349
H -2.423 -3.702 1.923 0.0 0.0 0.0 0.377
H -0.950 -1.841 2.413 0.0 0.0 0.0 0.139
O -1.953 4.055 1.984 0.0 0.0 0.0 -0.692
Cl -1.483 3.436 0.775 0.4 -0.5 0.0 1.697
O -2.581 2.861 0.036 0.0 0.1 0.0 -0.687
O -0.783 4.391 -0.046 -0.1 0.0 0.0 -0.661
O -0.548 2.350 1.125 -0.4 0.5 0.0 -0.713